88
Properties=species:S:1:pos:R:3:forces:R:3 method="wB97M-V/def2-TZVPD" e_homo_ev=-13.474 orbital_gap_ev=9.245 largest_force_ha_per_bohr=0.0043 relative_energy_kcal_mol=0.7 spin_multiplicity=1 charge=+2
Cd -1.349139 -0.778633 -0.650990 -0.0720 0.1179 -0.1401
C -3.165489 1.281402 -2.378809 0.0287 -0.0207 0.0580
N -3.396702 0.526381 -1.136479 -0.0626 0.0022 -0.0658
C -4.537583 -0.396677 -1.168847 0.0568 -0.0116 -0.0013
C -4.096832 -1.767333 -1.599442 0.0497 -0.0419 -0.0086
N -2.901113 -2.249315 -1.360566 0.0623 0.0645 0.0363
C -2.893798 -3.553722 -1.850811 -0.0739 -0.0032 0.0119
C -1.886085 -4.513824 -1.860279 0.0249 -0.0044 0.0057
C -2.184813 -5.735789 -2.425329 0.0312 -0.0064 0.0094
C -3.451095 -6.004509 -2.969330 -0.0313 0.0074 -0.0056
C -4.458482 -5.061422 -2.963542 -0.0302 -0.0254 -0.0170
C -4.149400 -3.833433 -2.390884 0.0545 0.0157 0.0207
N -4.887663 -2.668333 -2.214578 -0.0674 0.0362 -0.0114
C -1.760852 1.167903 -2.899342 0.1306 0.0040 -0.1076
N -0.916356 0.200143 -2.635724 -0.0284 0.0053 0.1516
C 0.240074 0.481130 -3.360680 0.0077 -0.0029 -0.0384
C 1.441885 -0.215182 -3.446872 0.0277 0.0044 0.0075
C 2.429313 0.322028 -4.248115 -0.0022 -0.0378 0.0216
C 2.230265 1.518453 -4.954964 0.0038 0.0271 -0.0192
C 1.037847 2.211590 -4.886236 -0.0148 0.0269 -0.0176
C 0.050470 1.663698 -4.075459 0.0521 -0.0684 0.0137
N -1.237144 2.070958 -3.757351 -0.1318 0.0306 0.0014
H -3.394040 2.338388 -2.235120 -0.0329 0.0278 0.0187
H -3.843446 0.920374 -3.155053 -0.0094 -0.0385 -0.0373
H -3.495889 1.172836 -0.365324 0.0527 -0.0006 0.0132
H -5.348478 -0.038035 -1.807903 -0.0120 -0.0050 -0.0295
H -4.941881 -0.476434 -0.158518 -0.0144 0.0191 0.0272
H -0.913037 -4.312742 -1.430138 -0.0069 -0.0021 0.0021
H -1.431601 -6.511852 -2.449109 -0.0068 0.0186 0.0031
H -3.640849 -6.977713 -3.401138 -0.0015 0.0133 0.0033
H -5.433557 -5.273170 -3.382207 0.0213 0.0065 0.0123
H -5.847064 -2.522980 -2.483544 -0.0013 -0.0108 -0.0033
H 1.589514 -1.145446 -2.914222 -0.0075 0.0151 -0.0066
H 3.375407 -0.194017 -4.348485 -0.0156 0.0079 0.0032
H 3.028018 1.900524 -5.578378 -0.0218 -0.0075 0.0141
H 0.884723 3.127635 -5.441813 0.0020 -0.0227 0.0166
H -1.712907 2.881012 -4.119972 0.0125 0.0043 -0.0001
O -0.802653 1.295005 0.214613 -0.1311 -0.0610 0.0360
P 0.024596 1.840601 1.353036 0.1882 0.0571 0.1052
C 0.335441 0.567656 2.619340 -0.0044 -0.0191 -0.0664
P 0.747614 -1.081803 1.969273 0.0729 0.0221 0.1166
O -0.386452 -1.583043 1.096866 0.0301 -0.1127 -0.0977
C 0.957886 -2.127998 3.397684 0.0096 0.0191 -0.0431
C -0.158802 -2.376452 4.200100 -0.0225 -0.0054 0.0157
C -0.041043 -3.193957 5.309501 -0.0003 -0.0030 0.0054
C 1.187511 -3.767110 5.620986 0.0025 0.0048 -0.0088
C 2.295810 -3.528363 4.822240 -0.0096 -0.0034 0.0116
C 2.185037 -2.709583 3.707488 0.0187 0.0045 0.0050
C 2.294042 -0.960050 1.081727 -0.0218 0.0113 0.0511
C 2.428138 -1.635865 -0.126977 0.0284 0.0073 0.0070
C 3.628312 -1.580094 -0.821707 0.0142 -0.0065 -0.0081
C 4.691111 -0.851812 -0.308909 -0.0067 0.0096 0.0140
C 4.563137 -0.181529 0.903255 0.0122 -0.0064 -0.0105
C 3.369679 -0.237052 1.600459 0.0098 0.0047 0.0097
C 1.619852 2.419316 0.773975 -0.0719 -0.0127 -0.0016
C 2.020791 2.117760 -0.523449 -0.0200 -0.0174 -0.0309
C 3.257345 2.548214 -0.981420 0.0156 0.0076 0.0026
C 4.090852 3.276086 -0.142736 -0.0144 -0.0179 0.0024
C 3.690735 3.580458 1.154370 0.0027 -0.0074 -0.0163
C 2.453561 3.158032 1.612706 -0.0037 0.0207 0.0286
C -0.747973 3.220003 2.191329 -0.0069 -0.0191 0.0165
C -1.051362 3.232038 3.550817 -0.0079 -0.0060 -0.0119
C -1.636805 4.354634 4.120122 -0.0102 0.0185 -0.0032
C -1.920519 5.462760 3.335943 0.0023 -0.0110 0.0100
C -1.616715 5.457810 1.979095 0.0114 -0.0182 -0.0060
C -1.027962 4.343019 1.408108 -0.0075 0.0322 -0.0082
H -0.575901 0.420034 3.205347 -0.0382 0.0038 -0.0119
H 1.113535 0.902844 3.309339 0.0209 0.0032 -0.0151
H -1.123404 -1.948891 3.948642 0.0187 -0.0081 0.0003
H -0.905059 -3.390488 5.930334 0.0157 0.0004 -0.0091
H 1.276945 -4.407397 6.488923 -0.0015 0.0124 -0.0141
H 3.247906 -3.982201 5.062585 -0.0150 0.0040 0.0004
H 3.051175 -2.533884 3.082400 -0.0127 -0.0041 0.0052
H 1.603230 -2.224261 -0.509657 -0.0271 -0.0198 -0.0084
H 3.739887 -2.118836 -1.754495 0.0009 0.0147 0.0185
H 5.628966 -0.812701 -0.848053 -0.0148 -0.0024 0.0076
H 5.395953 0.380244 1.304970 -0.0070 -0.0071 -0.0070
H 3.284150 0.281396 2.548806 0.0004 -0.0076 -0.0207
H 1.364908 1.550538 -1.172408 0.0149 0.0057 0.0062
H 3.563821 2.315766 -1.993713 0.0007 0.0030 0.0161
H 5.054491 3.616336 -0.500587 -0.0214 -0.0039 0.0047
H 4.337005 4.159810 1.800538 -0.0061 -0.0059 -0.0083
H 2.132600 3.421630 2.615856 0.0061 -0.0046 -0.0251
H -0.831916 2.380641 4.182327 0.0008 0.0068 -0.0130
H -1.867176 4.362913 5.177178 0.0028 0.0039 -0.0160
H -2.373274 6.338145 3.783076 0.0067 -0.0166 -0.0045
H -1.829187 6.328192 1.372566 0.0026 -0.0096 0.0074
H -0.772046 4.347595 0.353749 -0.0010 -0.0053 0.0202